*1*
72
Properties=species:S:1:pos:R:3 method="wB97M-V/def2-TZVPD" mol_weight_g_mol=499.677 lumo_energy_ev=0.57 homo_lumo_gap_ev=8.35
C -0.3936 -3.2023 -3.2323
C -1.2176 -2.0394 -3.7771
O -1.4062 -1.0162 -2.8212
C -0.3454 -0.2446 -2.4411
C 0.8665 -0.1394 -3.1180
C 1.8529 0.7033 -2.6433
C 1.6738 1.4396 -1.4774
C 0.4643 1.3257 -0.7874
C -0.5347 0.5046 -1.2849
H -1.4699 0.4264 -0.7497
C 0.2508 2.0760 0.5090
N -0.5244 1.3343 1.4969
C -0.2069 0.0803 1.9252
N 0.8065 -0.5360 1.2774
C 1.3133 -1.8317 1.3275
C 0.6963 -2.9315 1.9002
C 1.2971 -4.1788 1.8357
C 2.5083 -4.3394 1.1949
C 3.1374 -3.2500 0.6067
C 2.5524 -2.0002 0.6700
O 3.0835 -0.8511 0.1321
C 4.2649 -0.9386 -0.6240
H 4.4533 0.0735 -0.9797
H 5.1085 -1.2753 -0.0131
H 4.1429 -1.6096 -1.4799
H 4.0839 -3.3897 0.1085
H 2.9769 -5.3105 1.1441
H 0.8059 -5.0257 2.2893
H -0.2511 -2.8129 2.3966
H 1.2903 0.0015 0.5678
S -0.9760 -0.6175 3.2234
C -1.6349 2.0472 2.0892
H -1.9691 1.4720 2.9536
H -1.2920 3.0253 2.4460
C -2.8048 2.2733 1.1185
N -3.2225 1.0672 0.4307
C -3.8707 0.0986 1.3025
C -4.1835 -1.1599 0.4968
O -5.0335 -0.8792 -0.5918
C -4.4355 0.0749 -1.4372
C -4.1098 1.3659 -0.6835
H -3.6098 2.0601 -1.3641
H -5.0498 1.8284 -0.3322
H -5.1547 0.2735 -2.2345
H -3.5116 -0.3343 -1.8701
H -4.7049 -1.8906 1.1165
H -3.2410 -1.5947 0.1317
H -3.2004 -0.1662 2.1195
H -4.8065 0.5072 1.7227
H -2.5069 2.9914 0.3473
H -3.6298 2.7294 1.6953
C 1.6039 2.5358 1.0755
H 1.4464 3.2664 1.8699
C 2.4796 3.1533 -0.0237
C 3.8570 3.4991 0.5435
H 3.7688 4.2713 1.3018
H 4.5022 3.8550 -0.2550
H 4.3111 2.6159 0.9852
C 1.8310 4.4033 -0.6312
H 1.5566 5.1068 0.1501
H 0.9443 4.1374 -1.2020
H 2.5330 4.8849 -1.3074
O 2.7233 2.2029 -1.0603
H 2.1385 1.6866 1.5056
H -0.3452 2.9676 0.2870
H 2.7908 0.7950 -3.1679
H 1.0562 -0.6985 -4.0204
H -2.2312 -2.3767 -4.0104
H -0.7696 -1.6384 -4.6952
H 0.6094 -2.8762 -2.9664
H -0.3242 -3.9863 -3.9811
H -0.8680 -3.6046 -2.3407

---

*2*
72
Properties=species:S:1:pos:R:3 method="wB97M-V/def2-TZVPD" mol_weight_g_mol=499.677 lumo_energy_ev=0.22 homo_lumo_gap_ev=8.27
C 2.8077 -8.1573 3.3153
C 3.7062 -6.9383 3.1255
O 2.9833 -5.7771 2.7714
C 2.4984 -5.6408 1.5049
C 2.7641 -6.4883 0.4357
C 2.2200 -6.2278 -0.8104
C 1.4132 -5.1180 -1.0212
C 1.1552 -4.2618 0.0454
C 1.6863 -4.5255 1.2889
H 1.4890 -3.8702 2.1221
H 0.5304 -3.3972 -0.1047
N 0.8904 -4.8379 -2.2862
S -0.6498 -4.1982 -2.4830
O -1.0028 -4.5124 -3.8363
O -1.5259 -4.6110 -1.4270
C -0.3599 -2.4395 -2.3548
C 0.6212 -1.8629 -3.1372
C 0.8365 -0.4996 -3.0472
C 0.0564 0.2800 -2.1972
C -0.9238 -0.3204 -1.4110
C -1.1298 -1.6871 -1.4893
H -1.8724 -2.1886 -0.8880
H -1.5052 0.2686 -0.7165
C 0.3515 1.7480 -2.1138
O 1.4806 2.1839 -2.2390
N -0.7325 2.5285 -1.9375
H -1.6285 2.0981 -1.7793
C -0.6395 3.9345 -1.6357
H -1.1255 4.5035 -2.4302
H 0.4213 4.1907 -1.6435
C -1.2932 4.2616 -0.2647
N -0.9677 3.1281 0.6228
C -1.7517 2.9442 1.8314
H -2.8134 3.0393 1.6112
C -1.5238 1.5391 2.3925
C -0.0534 1.3162 2.7173
C 0.7697 1.6218 1.4735
C 0.4455 3.0256 0.9679
H 1.0598 3.2278 0.0934
H 0.7165 3.7488 1.7570
H 1.8368 1.5609 1.6924
H 0.5444 0.8955 0.6914
H 0.1131 0.2896 3.0478
H 0.2468 1.9853 3.5276
H -2.1390 1.4092 3.2850
H -1.8443 0.8060 1.6500
H -1.4903 3.6857 2.6085
C -2.8178 4.3883 -0.4543
C -3.2316 5.5655 -1.3372
C -2.6879 6.8706 -0.7676
C -1.1730 6.7917 -0.6210
C -0.7679 5.6137 0.2613
H 0.3198 5.5826 0.3360
H -1.1705 5.7682 1.2660
H -0.7127 6.6916 -1.6050
H -0.7979 7.7156 -0.1750
H -2.9582 7.7044 -1.4182
H -3.1364 7.0520 0.2122
H -2.8815 5.4382 -2.3624
H -4.3228 5.6042 -1.3735
H -3.2830 4.5616 0.5161
H -3.2183 3.4566 -0.8600
H 1.6076 -0.0160 -3.6271
H 1.2013 -2.4856 -3.7988
H 1.1014 -5.5188 -2.9996
H 2.4303 -6.8987 -1.6311
H 3.3903 -7.3590 0.5498
H 4.4948 -7.1445 2.3910
H 4.1833 -6.6788 4.0749
H 2.0592 -7.9470 4.0749
H 3.4049 -9.0078 3.6327
H 2.2947 -8.4093 2.3906

---

Relative to the most stable one, in eV, the structures come out at *1* 0.698; *2* 0.000.

---

*1*
18
Properties=species:S:1:pos:R:3 method="wB97M-V/def2-TZVPD" mol_weight_g_mol=138.188 lumo_energy_ev=-1.85 homo_lumo_gap_ev=6.63
O -0.7708 2.2612 -1.3073
C -0.1002 1.8648 -0.4104
O 0.2916 2.5219 0.6430
C 0.4114 0.3364 -0.5241
C -0.4524 -0.4783 -1.4860
C 0.5765 -1.4823 -1.2543
S -0.8068 -1.5845 0.7780
H 0.4746 1.8101 1.3435
H 0.4150 0.0242 0.5197
H 1.3996 0.5981 -0.9462
H -1.4484 -0.8657 -1.2721
H -0.4957 0.0777 -2.4198
H 0.7768 -1.9149 -0.2819
H 1.0703 -1.9661 -2.0978
H -1.2901 -2.5822 1.5221
H -0.2221 0.8974 3.0406
H -0.1943 -0.1106 1.8116
O 0.3652 0.5928 2.3415

---

*2*
18
Properties=species:S:1:pos:R:3 method="wB97M-V/def2-TZVPD" mol_weight_g_mol=138.188 lumo_energy_ev=0.75 homo_lumo_gap_ev=11.76
C -1.3878 1.0294 0.1448
C -1.1221 -0.2396 -0.6111
C -1.5380 -1.4624 0.1799
C 2.4043 1.0429 -0.1338
H -0.7888 1.1109 1.0429
H -1.3225 1.9659 -0.3759
H -2.4311 1.0018 0.5055
H -1.5573 -0.1963 -1.5573
H -2.6113 -1.4247 0.4031
H -1.2638 -2.3877 -0.3561
H -1.0563 -1.5122 1.1647
H 1.6834 1.8235 0.0534
H 2.9416 1.2118 -1.0914
H 3.0932 0.9908 0.6862
O 0.2690 -0.3661 -1.0877
O 0.8944 -0.4916 1.3557
O 2.3321 -1.5833 -0.3615
S 1.4609 -0.5131 0.0387

---

Relative to the most stable one, in eV, the structures come out at *1* 5.194; *2* 0.000.

---

*1*
16
Properties=species:S:1:pos:R:3 method="wB97M-V/def2-TZVPD" mol_weight_g_mol=108.140 lumo_energy_ev=0.07 homo_lumo_gap_ev=9.43
C 1.8142 0.1546 -1.3991
C 0.7251 -0.2614 -0.6158
C 0.9106 -0.9602 0.3532
C -0.2566 -1.0869 1.2797
C -1.3918 0.0071 0.6506
C -2.6183 0.1948 0.9196
C -0.4862 0.6409 -0.5362
H 2.6746 -0.6013 -0.9972
H 1.8013 0.2029 -2.4713
H 2.5136 1.1276 -0.9740
H 1.8306 -1.5003 0.7400
H -3.0215 1.1879 0.5429
H -3.2168 -0.0023 2.0179
H -0.7764 0.8317 -1.5703
H -0.2150 1.6656 -0.3616
O -0.2877 -1.6007 2.4215

---

*2*
16
Properties=species:S:1:pos:R:3 method="wB97M-V/def2-TZVPD" mol_weight_g_mol=108.140 lumo_energy_ev=1.05 homo_lumo_gap_ev=9.65
C -0.3742 -0.3754 -1.7461
C -1.2782 -1.1464 -0.6992
C -1.0131 -1.0580 0.6277
C -0.2837 0.2694 1.1475
C 0.5252 0.2648 -0.6888
C 1.7711 0.7059 0.0988
C 1.2854 0.4452 1.3337
H -1.0310 0.3329 -2.3129
H 0.2028 -1.0499 -2.3561
H -1.9610 -1.9079 -1.0451
H -1.5780 -1.7165 1.3109
H -0.8170 0.6353 2.0400
H 0.5743 -0.7871 -0.2523
H 2.8115 0.8318 -0.1957
H 1.7921 0.2730 2.2907
O -0.4736 1.0944 0.0099

---

Relative to the most stable one, in eV, the structures come out at *1* 0.000; *2* 1.590.

---

*1*
16
Properties=species:S:1:pos:R:3 method="wB97M-V/def2-TZVPD" mol_weight_g_mol=108.140 lumo_energy_ev=0.61 homo_lumo_gap_ev=8.08
C 2.4667 0.8691 -0.3550
C 2.2723 -0.3910 0.2725
C 1.1244 -1.1021 0.0493
C -0.0752 -0.3917 -0.1093
C -0.4008 1.0637 0.2366
C -1.9470 1.0257 0.1766
C -2.3922 -0.2287 -0.1771
H 3.4412 1.3803 -0.3022
H 1.6089 1.6696 -0.8453
H 3.1006 -1.0199 0.7604
H 1.1491 -2.2800 -0.0500
H 0.3221 1.2848 1.1946
H -0.0140 1.6771 -0.5662
H -2.5808 1.7281 0.3093
H -3.3013 -0.7294 -0.2055
O -1.2519 -1.0976 -0.1071

---

*2*
16
Properties=species:S:1:pos:R:3 method="wB97M-V/def2-TZVPD" mol_weight_g_mol=108.140 lumo_energy_ev=0.45 homo_lumo_gap_ev=9.43
C -1.0229 0.6409 -0.9069
C -1.3616 -0.8340 -0.8633
C -0.3151 -1.5181 -0.3861
C 0.7653 -0.7068 0.2194
C 1.4584 -0.6485 1.5434
C 1.4893 0.9639 1.0650
C 0.0366 0.5374 0.3972
H -2.2892 -1.1156 -1.4054
H -0.3712 -2.6934 -0.1292
H 1.6333 -0.5115 -0.5070
H 2.3718 -1.3425 1.5315
H 0.7210 -0.7161 2.3499
H 2.4370 0.9276 0.3640
H 1.7763 1.8467 1.8936
H -0.7344 0.5629 1.2873
O -1.4805 1.5541 -1.4747

---

Relative to the most stable one, in eV, the structures come out at *1* 0.000; *2* 0.189.

---

*1*
19
Properties=species:S:1:pos:R:3 method="wB97M-V/def2-TZVPD" mol_weight_g_mol=178.151 lumo_energy_ev=-0.45 homo_lumo_gap_ev=9.39
C 0.4808 1.4189 0.0238
C -1.9681 -0.0672 1.0788
C -2.5736 -0.2479 -1.0152
C 1.2123 0.1519 0.0909
C 2.6616 0.2079 -0.1173
C 3.0264 -1.0915 -0.1198
C 0.8479 -1.1706 0.1878
H -1.2789 2.2842 -0.2508
H -1.3414 0.3634 1.9985
H -2.7650 -0.0024 -2.0965
H 3.4003 0.9973 -0.2896
H 4.1100 -1.5050 0.0141
H -0.0161 -1.6691 0.2077
N -0.9238 1.4378 -0.5566
N -1.7560 0.4794 -0.1843
N -2.8237 -1.0780 0.9864
N -3.2136 -1.1226 -0.3496
O 0.9238 2.5813 0.4633
O 1.9970 -1.9678 -0.0715

---

*2*
19
Properties=species:S:1:pos:R:3 method="wB97M-V/def2-TZVPD" mol_weight_g_mol=178.151 lumo_energy_ev=-0.59 homo_lumo_gap_ev=7.83
C -1.1649 -1.1976 -1.4189
C 0.0301 -0.1956 0.3587
C 0.4383 -0.3188 1.6330
C 1.2839 0.6563 2.2851
C 1.7407 1.7273 1.5369
C 1.3897 1.8618 0.1772
C 0.4472 0.8852 -0.4216
H -1.9905 -2.7102 -0.2407
H -2.6561 -2.1113 -2.3925
H -1.1924 -0.3057 -2.4018
H 0.0931 -1.2174 2.3207
H 1.4181 0.6137 3.5176
H 2.3819 2.5679 2.0615
N -2.0054 -2.2134 -1.8212
N -0.7850 -1.2868 -0.1898
N 1.6555 2.7459 -0.7308
N 0.3589 1.2197 -1.5865
O -2.4652 -3.0267 -0.8677
O 1.0223 2.3057 -1.8189

---

Relative to the most stable one, in eV, the structures come out at *1* 0.000; *2* 3.855.

---

*1*
82
Properties=species:S:1:pos:R:3 method="wB97M-V/def2-TZVPD" mol_weight_g_mol=953.630 lumo_energy_ev="2.25 / 2.25" total_charge=-1 homo_lumo_gap_ev="7.77 / 8.00" s2=3.771 multiplicity=4
Mo -0.1765 1.1306 -0.0550
C 5.1449 1.0241 -1.1573
C 4.4007 1.4858 0.0737
O 3.8354 2.7988 -0.1609
P 2.2484 2.9251 -0.2979
S 1.3680 2.5877 1.4489
S 1.5269 1.8025 -1.7710
O 2.1175 4.4415 -0.7728
C 2.3647 5.5234 0.1457
C 1.0556 6.1690 0.5417
H 5.6759 0.0958 -0.9409
H 5.8679 1.7781 -1.4712
H 4.4487 0.8420 -1.9755
H 5.0634 1.5913 0.9329
H 3.6042 0.7867 0.3372
H 3.0061 6.2230 -0.3908
H 2.9104 5.1594 1.0185
H 0.5352 6.5443 -0.3403
H 1.2411 7.0023 1.2222
H 0.4162 5.4438 1.0439
C 3.2599 -1.2257 3.0075
C 1.9001 -1.8862 2.8507
O 2.0335 -3.2787 3.1339
P 1.3391 -1.7039 1.1175
O 2.2982 -2.6945 0.3662
O -0.0911 -2.3951 1.0214
O 1.4095 -0.3280 0.5391
P 0.6808 -1.0834 4.0004
O -0.3817 -2.3161 4.2255
O 1.3119 -0.7477 5.2929
O -0.0225 -0.0645 3.1511
H 3.9904 -1.7002 2.3495
H 3.5775 -1.3194 4.0445
H 3.1861 -0.1643 2.7635
H 1.1393 -3.6429 3.1670
H 2.2911 -2.6056 -0.6091
H -0.8312 -1.8038 1.2387
H -0.2010 -2.6863 5.0982
C -3.1891 0.7781 3.2438
C -3.1102 0.6803 1.7364
O -1.8193 0.2147 1.3011
H -4.1879 1.1070 3.5347
H -2.4598 1.4934 3.6220
H -2.9867 -0.1884 3.7077
H -3.3132 1.6456 1.2739
H -3.8418 -0.0343 1.3521
H -1.2072 0.1971 2.1074
F -1.3059 2.7637 -2.7875
C -1.6655 3.4214 -1.6717
C -1.3913 2.8887 -0.4179
C -1.8336 3.6805 0.6329
F -1.6301 3.2852 1.9106
C -2.4877 4.8912 0.4840
F -2.8837 5.6050 1.5486
C -2.7295 5.3714 -0.7884
F -3.3588 6.5398 -0.9643
C -2.3154 4.6276 -1.8770
F -2.5515 5.0863 -3.1141
N -2.5300 -7.6301 -1.9340
C -1.8055 -6.4717 -2.2036
C -2.0606 -5.7253 -3.3521
C -1.3057 -4.6007 -3.6396
C -0.2906 -4.1994 -2.7824
C -0.0176 -4.9513 -1.6453
C -0.7696 -6.0730 -1.3565
S 0.6778 -2.7610 -3.1637
O 2.0416 -3.0735 -2.7903
O 0.4084 -2.4565 -4.5483
N 0.2164 -1.6044 -2.1662
C -0.9449 -0.9905 -2.3029
S -2.1740 -1.3714 -3.5017
C -3.2650 -0.2540 -2.7665
C -2.6615 0.3667 -1.7456
N -1.3536 -0.0016 -1.4848
H -3.4361 -7.6877 -2.3670
H -2.5313 -7.9279 -0.9731
H -2.8510 -6.0337 -4.0270
H -1.4847 -4.0399 -4.5455
H 0.7837 -4.6614 -0.9829
H -0.5535 -6.6523 -0.4662
H -4.2594 -0.0947 -3.1455
H -3.1098 1.1324 -1.1332

---

*2*
82
Properties=species:S:1:pos:R:3 method="wB97M-V/def2-TZVPD" mol_weight_g_mol=953.630 lumo_energy_ev="2.33 / 2.33" total_charge=-1 homo_lumo_gap_ev="7.47 / 7.94" s2=3.768 multiplicity=4
Mo -0.4481 -0.5095 0.5129
C -1.4486 -0.1025 -6.1661
C -1.3481 -1.0035 -4.9542
O -1.9443 -0.3999 -3.7948
P -1.1824 0.6792 -2.8979
S -2.0070 0.5731 -1.0561
S 0.7552 0.6143 -3.0449
O -1.8182 2.0233 -3.5323
C -1.3952 3.2774 -2.9790
C -1.7456 4.3757 -3.9555
H -1.0799 -0.6261 -7.0515
H -0.8497 0.7973 -6.0210
H -2.4845 0.1938 -6.3384
H -0.3066 -1.2439 -4.7343
H -1.8950 -1.9348 -5.0989
H -0.3237 3.2419 -2.7997
H -1.8900 3.4258 -2.0156
H -1.2578 4.2035 -4.9165
H -1.4143 5.3408 -3.5628
H -2.8239 4.4244 -4.1169
C 1.5617 -3.7018 5.1465
C 1.1462 -2.3382 4.5885
O 1.9979 -1.3380 5.1328
P 1.3899 -2.3221 2.7938
O 0.7395 -3.6430 2.1792
O 2.9555 -2.5064 2.6096
O 0.9093 -1.1182 2.0729
P -0.6364 -1.8784 4.9569
O -1.0944 -2.9383 6.1010
O -0.5361 -0.5278 5.5785
O -1.4396 -2.1912 3.7385
H 2.5833 -3.9470 4.8467
H 0.8756 -4.4925 4.8385
H 1.5302 -3.6447 6.2335
H 1.3940 -0.6174 5.4037
H 1.2168 -4.4495 2.4086
H 3.2782 -1.9828 1.8535
H -1.0262 -2.4994 6.9592
C -3.0758 -4.0340 1.9298
C -2.2048 -3.3921 0.8742
O -1.9625 -2.0077 1.1993
H -3.3098 -5.0539 1.6149
H -4.0141 -3.4871 2.0362
H -2.5798 -4.0634 2.9025
H -2.7088 -3.3939 -0.0841
H -1.2527 -3.9089 0.7687
H -1.7817 -1.9740 2.1846
F -1.6605 -2.5722 -1.8252
C -0.3243 -2.7086 -1.7908
C 0.4416 -1.9662 -0.9025
C 1.7969 -2.2398 -0.9925
F 2.6784 -1.6108 -0.1833
C 2.3631 -3.1414 -1.8754
F 3.6863 -3.3540 -1.8987
C 1.5493 -3.8346 -2.7476
F 2.0695 -4.7087 -3.6147
C 0.1875 -3.6191 -2.6994
F -0.6179 -4.2938 -3.5357
N 1.6673 6.8672 -2.5010
C 1.7316 5.7101 -1.7168
C 1.6268 5.7901 -0.3280
C 1.7414 4.6499 0.4480
C 1.9498 3.4196 -0.1582
C 2.0550 3.3247 -1.5392
C 1.9564 4.4679 -2.3106
S 2.0721 1.9602 0.8228
O 2.8564 1.0153 0.0883
O 2.4988 2.3785 2.1362
N 0.5473 1.4026 0.9106
C -0.2223 1.5932 2.0177
S 0.0636 2.4466 3.4907
C -1.4800 1.9011 4.0675
C -2.0578 1.0710 3.1809
N -1.3592 0.9164 2.0035
H 1.1487 7.6250 -2.0880
H 1.3972 6.7082 -3.4584
H 1.4690 6.7540 0.1438
H 1.6789 4.7097 1.5276
H 2.2006 2.3571 -2.0026
H 2.0467 4.3974 -3.3895
H -1.8184 2.1439 5.0610
H -2.9873 0.5406 3.3152

---

Relative to the most stable one, in eV, the structures come out at *1* 0.000; *2* 0.706.

---

*1*
25
Properties=species:S:1:pos:R:3 method="wB97M-V/def2-TZVPD" mol_weight_g_mol=152.221 lumo_energy_ev=-3.78 total_charge=+1 homo_lumo_gap_ev=9.17
C 1.8732 0.3419 -1.0970
C 1.6842 -1.0710 -1.5441
C 1.4943 -1.0635 1.0519
C 0.6853 -0.0276 2.1409
C -1.4803 -0.7497 -0.6780
C -1.9516 1.7252 -0.1891
C 1.0421 -0.7078 -0.3746
C -0.2376 0.4728 1.0900
N -2.4515 0.3701 -0.7490
N -0.2888 -0.4128 0.0132
N -1.0302 1.4955 0.9469
H 2.7780 0.6912 -0.5990
H 1.1698 1.1192 -1.4173
H 1.0419 -1.1051 -2.4282
H 2.5383 -1.6577 -1.4796
H 2.5506 -1.1974 1.2676
H 1.1168 -1.9689 1.2974
H 0.0239 -0.7547 2.7420
H 1.1997 0.5240 2.9286
H -2.0890 -1.5865 -0.2691
H -1.3132 -1.2710 -1.6563
H -1.2870 2.2312 -0.9481
H -2.8015 2.2854 -0.0228
H -2.8032 0.5175 -1.7626
H -1.4640 1.7999 1.7364

---

*2*
25
Properties=species:S:1:pos:R:3 method="wB97M-V/def2-TZVPD" mol_weight_g_mol=152.221 lumo_energy_ev=-2.92 total_charge=+1 homo_lumo_gap_ev=9.86
C -3.1253 0.7952 0.1994
C -1.6999 0.7645 0.2045
C -1.3907 -0.5248 -0.1067
C -0.7153 1.8538 0.3021
C 0.6144 1.5023 -0.5040
C 0.4918 -0.9949 -0.4623
C 0.7244 -2.1853 0.3458
C 2.7864 0.3544 -0.0241
N -3.5992 -0.4079 -0.0693
N -2.5154 -1.2490 -0.2351
N 1.2493 0.2320 0.0107
H -3.7613 1.5637 0.3561
H -0.9758 2.6807 -0.2358
H -0.6140 1.9492 1.4133
H 0.5799 1.3111 -1.5044
H 1.2223 2.2788 -0.3640
H 0.6336 -1.2087 -1.4803
H 1.6500 -2.5850 0.5421
H 0.2224 -2.9890 0.0240
H 0.3941 -2.0982 1.3053
H 3.1375 0.0017 -1.0436
H 3.1355 1.3435 -0.0375
H 3.1649 -0.2447 0.7976
H -2.5419 -2.2241 -0.3472
H 0.9324 0.0810 0.9135

---

Relative to the most stable one, in eV, the structures come out at *1* 0.000; *2* 0.304.